(1)
Molecular formula: C17H36CdN2O6S
Method: DFT, ωB97M-V/def2-TZVPD

## Properties
HOMO level in eV: -14.670
LUMO in eV: -5.0
Total charge: +2
HOMO-LUMO gap in eV: 9.69
E in eV: -48863.827

Each line ends with the natural charge from an NBO analysis.
Element x y z (Å)
Cd -0.868 0.385 0.123  1.63
C -1.181 -2.663 1.228  -0.09
C -2.022 -2.037 2.318  -0.09
O -1.923 -0.618 2.231  -0.59
C -1.291 0.047 3.324  -0.10
C 0.189 -0.242 3.313  -0.10
O 0.691 0.070 2.005  -0.60
C 1.975 -0.518 1.809  -0.09
C 2.574 -0.037 0.489  -0.09
O 1.564 0.437 -0.414  -0.60
C 1.892 1.743 -0.934  -0.09
C 1.060 1.972 -2.158  -0.09
O -0.301 1.928 -1.737  -0.59
C -1.235 1.785 -2.807  -0.10
C -1.296 0.343 -3.266  -0.09
O -1.438 -0.467 -2.095  -0.61
C -1.520 -1.866 -2.355  -0.09
C -0.949 -2.589 -1.159  -0.09
O -1.532 -1.995 0.008  -0.61
H -1.394 -3.732 1.145  0.21
H -0.109 -2.534 1.408  0.18
H -1.718 -2.408 3.299  0.21
H -3.073 -2.299 2.174  0.20
H -1.736 -0.252 4.276  0.21
H -1.487 1.109 3.169  0.22
H 0.387 -1.298 3.524  0.18
H 0.713 0.355 4.064  0.22
H 1.874 -1.608 1.834  0.18
H 2.634 -0.229 2.632  0.21
H 3.109 -0.856 0.006  0.21
H 3.286 0.765 0.674  0.20
H 2.951 1.784 -1.195  0.22
H 1.688 2.497 -0.167  0.20
H 1.261 1.185 -2.891  0.19
H 1.288 2.943 -2.606  0.22
H -0.963 2.436 -3.641  0.21
H -2.195 2.107 -2.408  0.22
H -0.394 0.034 -3.801  0.19
H -2.154 0.203 -3.930  0.21
H -0.942 -2.128 -3.244  0.21
H -2.565 -2.139 -2.526  0.20
H 0.141 -2.485 -1.112  0.19
H -1.199 -3.652 -1.204  0.21
C -7.533 1.628 1.541  -0.62
C -6.718 1.688 0.262  -0.23
N -5.290 1.935 0.513  -0.56
C -4.220 1.166 0.358  0.39
S -2.708 2.028 0.429  -0.44
N -4.273 -0.145 0.147  -0.58
C -5.382 -1.086 0.352  -0.22
C -5.960 -1.616 -0.947  -0.62
H -8.586 1.492 1.302  0.24
H -7.437 2.553 2.109  0.23
H -7.218 0.806 2.184  0.21
H -7.056 2.511 -0.368  0.23
H -6.819 0.785 -0.333  0.21
H -5.064 2.886 0.768  0.42
H -3.380 -0.584 -0.017  0.41
H -6.132 -0.615 0.982  0.22
H -4.973 -1.910 0.940  0.21
H -6.274 -0.811 -1.610  0.22
H -6.822 -2.250 -0.745  0.24
H -5.224 -2.220 -1.481  0.21

=====

(2)
Molecular formula: C17H36FN5O16S
Method: DFT, ωB97M-V/def2-TZVPD

## Properties
HOMO level in eV: -9.738
SMILES: CC[C@H](F)[C@@H]1OS(=O)(=O)O[C@@H]1CCCCCOC(C)=O.C[N+](=O)[O-].C[N+](=O)[O-].C[N+](=O)[O-].C[N+](=O)[O-].C[N+](=O)[O-]
LUMO in eV: -0.4
HOMO-LUMO gap in eV: 9.34
E in eV: -71951.287

Each line ends with the Löwdin charge.
Element x y z (Å)
C 4.239 0.674 1.805  -0.10
C 5.027 -0.700 2.289  -0.17
C 6.338 -1.076 1.382  -0.17
F 7.069 0.091 0.821  -0.08
C 6.074 -2.126 0.157  -0.23
O 6.413 -1.764 -1.231  -0.20
S 6.061 -3.276 -2.016  0.91
O 5.410 -2.864 -3.381  -0.34
O 7.319 -4.078 -2.464  -0.32
O 5.012 -4.058 -0.869  -0.23
C 4.634 -2.892 -0.003  -0.25
C 3.426 -2.228 -0.885  -0.12
C 1.982 -2.096 -0.132  -0.19
C 1.648 -3.255 0.976  -0.19
C 0.109 -3.841 0.803  -0.18
C -1.055 -2.881 1.442  -0.20
O -0.792 -1.437 1.364  -0.12
C -1.377 -0.838 0.141  -0.25
C -2.155 0.633 0.156  -0.02
O -1.344 -1.443 -1.077  -0.07
H 3.238 0.359 1.289  0.06
H 4.888 1.391 1.147  0.09
H 3.955 1.284 2.788  0.09
H 5.440 -0.451 3.381  0.12
H 4.291 -1.622 2.456  0.12
H 7.109 -1.611 2.121  0.16
H 6.821 -3.034 0.364  0.17
H 4.433 -3.327 1.063  0.15
H 3.216 -2.783 -1.920  0.14
H 3.794 -1.141 -1.198  0.14
H 1.150 -2.203 -0.983  0.12
H 1.865 -0.987 0.266  0.10
H 2.358 -4.190 0.952  0.11
H 1.663 -2.713 2.038  0.12
H -0.073 -4.109 -0.331  0.12
H 0.076 -4.860 1.422  0.12
H -2.060 -3.085 0.830  0.14
H -1.310 -3.231 2.553  0.14
H -1.321 1.452 0.324  0.10
H -3.024 0.672 0.950  0.08
H -2.613 0.841 -0.920  0.10
C -5.419 2.800 2.683  0.02
N -5.206 2.270 1.309  -0.39
O -6.131 1.624 0.802  0.06
O -4.118 2.518 0.778  0.00
H -6.414 2.507 3.024  0.03
H -4.649 2.368 3.325  0.09
H -5.332 3.887 2.634  0.10
C -0.736 1.689 -4.412  0.03
N -1.145 2.106 -3.044  -0.41
O -2.098 2.888 -2.952  0.05
O -0.497 1.636 -2.101  0.03
H -1.388 2.177 -5.140  0.10
H 0.301 2.000 -4.555  0.09
H -0.836 0.604 -4.470  0.11
C -1.354 5.232 2.253  0.04
N -1.715 3.926 2.866  -0.40
O -0.817 3.082 2.972  0.06
O -2.890 3.783 3.223  0.02
H -0.294 5.217 1.988  0.10
H -1.972 5.361 1.362  0.10
H -1.555 6.010 2.992  0.10
C -9.222 0.876 4.959  0.05
N -8.067 1.328 4.137  -0.39
O -8.008 2.531 3.857  0.04
O -7.253 0.463 3.795  0.07
H -9.853 1.738 5.186  0.10
H -9.773 0.137 4.375  0.10
H -8.822 0.440 5.877  0.10
C 1.485 -0.187 -8.190  0.04
N 0.490 0.763 -7.623  -0.41
O 0.926 1.711 -6.959  0.04
O -0.701 0.531 -7.860  0.05
H 2.487 0.139 -7.903  0.10
H 1.268 -1.175 -7.779  0.10
H 1.371 -0.174 -9.276  0.10

=====

(3)
Molecular formula: C17H36GeN4O4RhS2Si3
Method: DFT, ωB97M-V/def2-TZVPD

## Properties
HOMO level (alpha / beta) in eV: -6.689 / -7.499
LUMO (alpha / beta) in eV: -0.4 / -0.6
<S²>: 0.755
HOMO-LUMO gap (alpha / beta) in eV: 6.25 / 6.91
Multiplicity: 2
Energy above the lowest of the compared OMol25 structures with the same formula, charge and spin in kcal/mol: 0.0
E in eV: -137195.957

Each line ends with the natural charge from an NBO analysis.
Element x y z (Å)
Rh 0.196 1.247 0.841  0.64
C 1.808 4.867 2.437  -0.68
C 1.464 3.470 2.043  0.21
N 0.586 3.165 1.145  -0.16
N -0.182 4.127 0.558  -0.46
C -1.454 3.785 0.616  0.30
N -2.326 4.583 -0.039  -0.79
S -2.085 2.416 1.494  -0.38
C 1.970 2.303 2.764  0.17
C 2.903 2.351 3.791  -0.22
C 3.228 1.186 4.459  -0.15
C 2.606 -0.002 4.098  -0.25
C 1.687 0.010 3.066  0.07
N 1.387 1.135 2.416  -0.36
H 1.145 5.559 1.927  0.26
H 2.840 5.100 2.162  0.23
H 1.710 4.999 3.516  0.23
H -1.993 5.457 -0.409  0.40
H -3.304 4.470 0.152  0.41
H 3.365 3.293 4.050  0.23
H 3.958 1.201 5.258  0.23
H 2.829 -0.930 4.605  0.23
H 1.162 -0.870 2.716  0.25
O -2.834 0.903 -2.245  -0.88
S -2.046 0.592 -1.085  1.83
O -1.166 -1.355 -1.690  -1.31
O -0.377 -0.704 0.897  -1.24
O -0.765 1.328 -1.091  -0.92
C -0.532 -0.621 -4.388  -1.16
Si -1.239 -1.921 -3.261  1.93
C -3.023 -2.258 -3.676  -1.16
C -0.250 -3.506 -3.340  -1.15
Ge -0.398 -2.100 -0.127  1.22
Si -2.253 -3.385 0.826  1.25
C -1.808 -3.640 2.623  -1.12
C -2.501 -5.010 -0.064  -1.12
C -3.747 -2.277 0.640  -1.12
Si 2.122 1.066 -0.500  1.52
C 3.757 1.348 0.402  -1.14
C 2.321 -0.581 -1.373  -1.16
C 2.045 2.415 -1.801  -1.15
H -0.590 -0.932 -5.434  0.24
H 0.516 -0.418 -4.157  0.24
H -1.088 0.313 -4.281  0.26
H -3.125 -2.610 -4.705  0.24
H -3.619 -1.350 -3.565  0.26
H -3.441 -3.024 -3.018  0.23
H -0.401 -3.999 -4.304  0.24
H -0.556 -4.209 -2.561  0.24
H 0.820 -3.318 -3.223  0.24
H -0.893 -4.227 2.723  0.24
H -2.604 -4.163 3.160  0.24
H -1.649 -2.673 3.103  0.25
H -1.634 -5.664 0.048  0.24
H -2.674 -4.857 -1.131  0.24
H -3.371 -5.531 0.344  0.24
H -3.613 -1.359 1.216  0.25
H -4.652 -2.778 0.994  0.24
H -3.904 -2.000 -0.405  0.24
H 3.935 0.645 1.218  0.23
H 3.856 2.359 0.801  0.23
H 4.552 1.213 -0.337  0.24
H 2.477 -1.411 -0.682  0.24
H 3.228 -0.489 -1.983  0.23
H 1.497 -0.830 -2.040  0.24
H 2.140 3.400 -1.336  0.24
H 1.111 2.401 -2.362  0.26
H 2.879 2.294 -2.499  0.23

=====

(4)
Molecular formula: C17H36N2O6S3
Method: DFT, ωB97M-V/def2-TZVPD

## Properties
HOMO level in eV: -8.224
LUMO in eV: -0.1
HOMO-LUMO gap in eV: 8.13
Energy above the lowest of the compared OMol25 structures with the same formula, charge and spin in kcal/mol: 61.4
E in eV: -65977.734

Each line ends with the natural charge from an NBO analysis.
Element x y z (Å)
C 4.374 -0.765 -2.147  -0.09
C 4.482 -1.396 -3.530  -0.11
O 5.084 -0.363 -4.265  -0.47
C 5.191 0.710 -3.610  0.96
O 5.384 1.750 -4.243  -0.62
O 4.843 0.548 -2.428  -0.45
H 5.037 -1.294 -1.461  0.19
H 3.323 -0.754 -1.858  0.21
H 3.487 -1.755 -3.792  0.20
H 5.197 -2.195 -3.333  0.19
C 0.978 -6.016 0.800  -0.61
C -0.379 -6.630 1.038  -0.40
C -1.393 -6.199 0.004  -0.53
C -1.275 -4.888 -0.571  0.32
N -1.054 -3.839 -1.021  -0.39
H 1.007 -4.992 1.173  0.20
H 1.350 -6.085 -0.222  0.22
H 1.644 -6.534 1.490  0.22
H -0.835 -6.581 2.027  0.22
H -0.269 -7.715 1.045  0.22
H -2.468 -6.160 0.176  0.26
H -1.351 -6.834 -0.881  0.25
C -2.078 4.786 -0.662  -0.62
C -3.326 3.796 -0.484  -0.40
C -3.056 2.790 0.588  -0.51
C -3.007 3.281 1.951  0.30
N -2.918 3.579 3.065  -0.35
H -1.255 4.318 -1.203  0.21
H -1.603 5.090 0.271  0.20
H -2.332 5.733 -1.139  0.22
H -3.656 3.280 -1.386  0.26
H -4.088 4.478 -0.107  0.20
H -2.069 2.371 0.395  0.24
H -3.789 1.996 0.738  0.25
C 1.754 -2.048 0.658  -0.82
S 1.464 -0.430 1.453  1.21
O 1.762 0.620 0.390  -0.98
C -0.427 -0.388 1.540  -0.80
H 1.367 -2.911 1.198  0.23
H 2.836 -2.079 0.529  0.24
H 1.123 -1.912 -0.220  0.24
H -0.764 -1.323 1.988  0.22
H -0.987 -0.358 0.605  0.22
H -0.770 0.451 2.146  0.24
C -3.754 -0.130 -0.623  -0.77
S -3.799 -0.061 -2.512  1.17
O -3.532 1.455 -2.742  -0.98
C -2.134 -0.888 -2.720  -0.80
H -2.886 0.376 -0.199  0.23
H -3.678 -1.214 -0.536  0.22
H -4.721 0.208 -0.249  0.23
H -1.462 -0.404 -2.011  0.23
H -1.874 -0.588 -3.735  0.24
H -2.092 -1.970 -2.590  0.25
C 0.983 5.966 3.418  -0.82
S 2.295 4.693 3.315  1.21
O 2.792 4.299 4.656  -0.97
C 1.377 3.336 2.496  -0.84
H 0.626 6.214 2.419  0.23
H 1.465 6.882 3.760  0.24
H 0.181 5.591 4.053  0.23
H 2.141 2.707 2.037  0.25
H 0.628 3.644 1.767  0.23
H 0.905 2.754 3.287  0.23

=====

(5)
Molecular formula: C17H36NO7
Method: DFT, ωB97M-V/def2-TZVPD

## Properties
HOMO level in eV: -0.165
LUMO in eV: 1.3
Total charge: -1
HOMO-LUMO gap in eV: 1.42
Energy above the lowest of the compared OMol25 structures with the same formula, charge and spin in kcal/mol: 201.4
E in eV: -34023.972

Each line ends with the natural charge from an NBO analysis.
Element x y z (Å)
C 7.317 1.063 0.987  -0.60
C 5.919 1.423 0.457  -0.47
C 5.926 2.073 -0.934  -0.05
O 5.159 1.392 -1.903  -0.52
C 3.786 1.659 -1.858  -0.08
C 3.009 0.629 -1.039  -0.03
C 1.569 0.532 -1.488  -0.27
N 0.858 -0.126 -0.372  -0.15
O -0.475 -0.404 -0.694  -0.39
C -1.414 0.166 0.258  -0.16
C -2.755 -0.526 0.046  -0.07
O -3.760 0.419 0.214  -0.54
C -4.691 0.194 1.264  -0.06
C -5.991 0.866 0.896  -0.63
C 1.574 -1.348 0.111  0.23
O 1.882 -1.083 1.442  -0.63
C 2.010 -2.241 2.253  -0.08
C 0.664 -2.770 2.765  -0.44
C 0.421 -4.224 2.348  -0.60
C 2.757 -1.708 -0.772  -0.11
O 3.618 -0.645 -1.129  -0.51
H 7.260 0.145 1.570  0.21
H 7.693 1.827 1.663  0.20
H 8.017 0.891 0.174  0.20
H 5.319 0.515 0.436  0.22
H 5.424 2.094 1.157  0.20
H 6.946 2.077 -1.316  0.18
H 5.619 3.120 -0.865  0.16
H 3.609 2.627 -1.378  0.17
H 3.401 1.733 -2.875  0.18
H 3.000 0.965 0.009  0.16
H 1.103 1.496 -1.686  0.23
H 1.463 -0.074 -2.385  0.23
H 0.879 0.576 0.427  0.28
H -1.062 0.018 1.279  0.18
H -1.531 1.228 0.057  0.21
H -2.850 -1.346 0.763  0.17
H -2.796 -0.967 -0.953  0.19
H -4.867 -0.878 1.404  0.15
H -4.306 0.576 2.218  0.15
H -5.847 1.930 0.732  0.21
H -6.724 0.741 1.691  0.20
H -6.412 0.407 0.004  0.27
H 0.849 -2.165 0.051  0.21
H 2.639 -1.941 3.086  0.21
H 2.543 -3.042 1.733  0.16
H -0.149 -2.139 2.410  0.21
H 0.670 -2.728 3.852  0.21
H -0.481 -4.634 2.788  0.22
H 1.279 -4.828 2.644  0.20
H 0.366 -4.292 1.260  0.19
H 2.367 -2.189 -1.673  0.19
H 3.356 -2.450 -0.246  0.21
O -8.434 0.767 -1.285  -0.79
C -8.694 1.494 -2.347  -0.01
C -7.347 2.352 -2.878  -0.01
O -7.590 3.087 -3.933  -0.76
H -9.455 2.297 -2.219  0.09
H -8.994 0.935 -3.264  0.09
H -6.597 1.533 -3.007  0.09
H -7.048 2.900 -1.951  0.09

=====

(6)
Molecular formula: C17H36NO9PS2Si
Method: DFT, ωB97M-V/def2-TZVPD

## Properties
HOMO level in eV: -8.580
SMILES: CCOCCOC[Si@@H](c1cccnc1)P(C)O.CCOS(C)(=O)=O.CCOS(C)(=O)=O
LUMO in eV: 0.4
HOMO-LUMO gap in eV: 8.95
E in eV: -76965.696

Each line ends with the natural charge from an NBO analysis.
Element x y z (Å)
C -3.300 3.421 -0.138  -0.64
C -2.530 2.452 -1.026  -0.06
O -2.219 1.216 -0.403  -0.55
C -3.354 0.446 -0.080  -0.09
C -3.009 -1.027 -0.184  -0.08
O -4.187 -1.771 -0.435  -0.56
C -4.374 -2.874 0.446  -0.48
Si -5.225 -2.388 2.078  0.96
C -4.050 -1.404 3.164  -0.49
C -2.810 -1.953 3.513  -0.16
C -1.947 -1.183 4.284  -0.26
C -2.324 0.093 4.688  0.04
N -3.505 0.626 4.385  -0.41
C -4.324 -0.122 3.649  0.05
P -7.206 -1.376 1.845  0.71
C -6.923 0.136 0.836  -0.97
O -7.952 -2.382 0.750  -0.97
H -4.009 2.911 0.506  0.21
H -3.863 4.105 -0.765  0.22
H -2.615 3.982 0.487  0.21
H -3.041 2.257 -1.971  0.16
H -1.574 2.903 -1.277  0.19
H -4.220 0.692 -0.695  0.18
H -3.645 0.652 0.955  0.17
H -2.263 -1.171 -0.968  0.19
H -2.554 -1.350 0.751  0.17
H -5.001 -3.611 -0.052  0.21
H -3.427 -3.386 0.637  0.20
H -5.498 -3.663 2.787  -0.15
H -2.527 -2.945 3.192  0.22
H -0.981 -1.569 4.576  0.22
H -1.640 0.686 5.274  0.20
H -5.284 0.321 3.417  0.19
H -7.893 0.400 0.423  0.24
H -6.216 -0.005 0.025  0.23
H -6.629 0.947 1.497  0.24
H -7.466 -2.429 -0.081  0.48
O 3.484 3.162 0.824  -0.94
S 3.760 1.760 0.734  2.39
O 4.168 1.194 -0.514  -0.94
O 2.518 0.954 1.300  -0.73
C 1.209 1.280 0.773  -0.07
C 0.960 0.679 -0.593  -0.66
C 4.915 1.299 1.978  -0.89
H 1.085 2.364 0.765  0.20
H 0.507 0.875 1.499  0.20
H 1.600 1.132 -1.351  0.22
H -0.079 0.839 -0.874  0.24
H 1.168 -0.391 -0.588  0.21
H 4.581 1.698 2.932  0.25
H 5.873 1.731 1.699  0.25
H 4.982 0.215 2.006  0.25
O 6.577 -1.500 -5.549  -0.94
S 7.083 -1.754 -4.235  2.39
O 6.195 -2.169 -3.195  -0.93
O 7.913 -0.490 -3.754  -0.73
C 7.283 0.809 -3.852  -0.08
C 6.286 1.061 -2.740  -0.64
C 8.431 -2.882 -4.326  -0.89
H 6.824 0.912 -4.836  0.20
H 8.107 1.518 -3.797  0.19
H 5.415 0.416 -2.823  0.23
H 5.946 2.096 -2.774  0.22
H 6.739 0.872 -1.768  0.21
H 9.124 -2.540 -5.090  0.25
H 8.017 -3.852 -4.591  0.25
H 8.912 -2.930 -3.352  0.25

=====

(7)
Molecular formula: C17H36O5
Method: DFT, ωB97M-V/def2-TZVPD

## Properties
HOMO level in eV: -9.354
SMILES: CCCCC[C@@H](OC=O)[C@H](C)CC.COCCOCCOC
LUMO in eV: 0.7
HOMO-LUMO gap in eV: 10.02
Energy above the lowest of the compared OMol25 structures with the same formula, charge and spin in kcal/mol: 114.3
E in eV: -28442.665

Each line ends with the natural charge from an NBO analysis.
Element x y z (Å)
C -2.492 2.865 -3.438  -0.64
C -1.043 2.065 -3.365  -0.42
C -0.059 2.804 -2.268  -0.41
C 1.524 2.374 -2.379  -0.42
C 2.284 3.047 -1.050  -0.44
C 3.538 2.165 -0.490  0.09
O 4.342 3.085 0.382  -0.52
C 5.462 3.671 -0.370  0.59
O 6.141 4.701 0.191  -0.57
C 3.168 0.876 0.434  -0.24
C 4.136 -0.375 -0.111  -0.63
C 1.599 0.424 0.463  -0.43
C 0.643 1.355 1.464  -0.64
H -2.720 3.167 -4.556  0.22
H -3.400 2.199 -3.055  0.21
H -2.511 3.863 -2.810  0.21
H -0.539 2.177 -4.415  0.21
H -1.244 0.942 -3.095  0.21
H -0.528 2.631 -1.187  0.20
H -0.102 3.980 -2.449  0.21
H 1.965 2.878 -3.341  0.21
H 1.708 1.219 -2.470  0.21
H 1.491 3.373 -0.254  0.23
H 2.751 4.062 -1.470  0.22
H 4.257 1.804 -1.371  0.19
H 5.823 3.329 -1.429  0.17
H 3.512 1.088 1.555  0.23
H 5.254 0.045 -0.120  0.21
H 3.820 -0.721 -1.208  0.21
H 4.040 -1.258 0.653  0.22
H 1.106 0.268 -0.604  0.22
H 1.574 -0.659 0.966  0.22
H -0.267 1.787 0.824  0.21
H 0.298 0.793 2.431  0.23
H 1.325 2.288 1.760  0.21
C -3.216 -4.936 -0.654  -0.25
O -2.697 -4.456 0.578  -0.55
C -1.282 -4.265 0.533  -0.10
C -0.859 -3.178 1.529  -0.09
O -1.113 -1.850 1.053  -0.55
C -2.490 -1.446 1.021  -0.09
C -3.090 -1.223 2.411  -0.10
O -3.426 -2.473 3.015  -0.55
C -3.443 -2.403 4.430  -0.25
H -2.802 -5.922 -0.879  0.17
H -4.303 -5.006 -0.563  0.19
H -2.988 -4.234 -1.463  0.16
H -0.958 -3.981 -0.475  0.17
H -0.817 -5.217 0.809  0.17
H 0.227 -3.242 1.648  0.18
H -1.293 -3.335 2.517  0.20
H -3.084 -2.137 0.422  0.20
H -2.496 -0.487 0.493  0.19
H -4.012 -0.640 2.324  0.17
H -2.372 -0.674 3.033  0.17
H -2.465 -2.087 4.810  0.16
H -3.652 -3.404 4.820  0.19
H -4.223 -1.717 4.771  0.17